No. 1
DFT (the ωB97M-V functional and the def2-TZVPD basis) results for 10 unconnected molecules or ions with the total composition C27H79N11O10.

Each line ends with the Mulliken spin population.
Element x y z (Å)
C: -3.6193 -4.3481 -1.2934  0.000
C: -3.0225 -4.4310 -2.7157  0.000
O: -1.9794 -3.4545 -2.9280  0.000
H: -2.9531 -4.4642 -0.4386  0.000
H: -4.3937 -5.1089 -1.1951  0.000
H: -4.1302 -3.3887 -1.2120  0.000
H: -3.8613 -4.1719 -3.3618  0.000
H: -2.6981 -5.4433 -2.9567  0.000
H: -1.3166 -3.5920 -2.2473  0.000
C: -1.1708 -1.0897 0.2708  0.000
C: -0.1953 -0.0632 -0.3684  0.008
O: -0.7479 0.7089 -1.4526  0.000
H: -2.0531 -0.6387 0.7249  0.001
H: -0.6962 -1.4250 1.1930  0.000
H: -1.3939 -1.8232 -0.5040  0.002
H: 0.7788 -0.5085 -0.5706  0.002
H: 0.0917 0.6068 0.4420  0.002
H: -1.5953 1.1362 -1.3075  0.001
C: 1.8941 1.6788 -3.5356  -0.005
O: 2.8832 1.9830 -4.1723  0.010
N: 1.1359 2.4799 -2.9392  0.010
N: 1.5162 0.4304 -3.4573  0.000
H: 1.1911 3.4823 -3.0495  -0.002
H: 0.3276 2.1283 -2.4461  0.012
H: 2.2000 -0.1612 -3.9074  0.000
H: 0.6218 0.1685 -3.0680  0.000
C: -4.4666 -0.7662 -2.7906  0.000
O: -5.1480 -1.5685 -3.4067  0.000
N: -3.2404 -0.9987 -2.3451  0.000
N: -4.8451 0.4579 -2.4374  0.000
H: -2.6320 -0.3731 -1.8365  -0.001
H: -2.8989 -1.9080 -2.6218  0.000
H: -4.1135 0.9424 -1.9372  0.000
H: -5.7307 0.8530 -2.7196  0.000
C: -3.6853 2.0637 0.6793  0.001
O: -3.1781 1.7241 -0.3797  0.000
N: -4.6571 1.6372 1.3746  0.000
N: -3.0625 2.9645 1.3745  0.009
H: -5.0829 0.7237 1.3075  0.000
H: -4.6450 2.2017 2.2120  0.000
H: -3.4987 3.2714 2.2322  0.000
H: -2.2977 3.4569 0.9356  -0.006
C: -0.1469 -6.7093 -3.3334  0.000
C: 0.5411 -5.3098 -3.6547  0.000
C: 1.2025 -4.6852 -2.3808  0.000
O: 0.2477 -4.4691 -1.2697  0.000
C: 0.8971 -3.9803 -0.1114  0.000
N: 1.6042 -5.5171 -4.6938  0.000
H: -0.8751 -6.7700 -2.5245  0.000
H: 0.6550 -7.3826 -3.0305  0.000
H: -0.5470 -7.1294 -4.2561  0.000
H: -0.1168 -4.5823 -4.1300  0.000
H: 1.6323 -3.7212 -2.6528  0.000
H: 2.0206 -5.2759 -1.9687  0.000
H: 1.6676 -3.2432 -0.3371  0.000
H: 1.4651 -4.7581 0.3990  0.000
H: 0.2050 -3.6374 0.6577  0.000
H: 2.3951 -5.9426 -4.2318  0.000
H: 1.9325 -4.5842 -4.8983  0.000
C: -3.4281 3.8524 -3.0139  0.000
C: -2.0591 4.0852 -2.4584  -0.007
C: -1.0907 4.7013 -3.4899  0.002
O: 0.2852 4.9997 -2.9866  -0.001
C: 1.1954 5.4132 -4.0801  0.000
N: -2.1710 4.7320 -1.1654  0.002
H: -3.2700 3.5581 -4.0515  0.000
H: -4.0076 4.7756 -3.0173  0.000
H: -3.9129 3.1441 -2.3420  0.000
H: -1.5773 3.1415 -2.2029  0.005
H: -1.5608 5.5713 -3.9484  0.001
H: -0.8887 3.9261 -4.2290  -0.001
H: 0.9428 4.9290 -5.0234  0.000
H: 2.2416 5.2400 -3.8279  0.000
H: 1.1627 6.4965 -4.1961  0.000
H: -2.9260 5.3846 -1.3212  0.000
H: -1.3735 5.3492 -1.1086  0.000
C: 2.5958 -1.1873 2.7135  0.000
C: 3.9745 -1.7204 2.9471  0.001
C: 4.2718 -3.2437 2.5577  0.000
O: 3.5085 -4.0801 3.3974  0.000
C: 3.5117 -5.4244 2.9221  0.000
N: 4.8715 -0.8883 2.1561  0.000
H: 1.8760 -1.9239 3.0703  0.000
H: 2.3634 -1.0102 1.6634  0.000
H: 2.5278 -0.2035 3.1780  0.000
H: 4.1502 -1.5744 4.0129  0.000
H: 5.3404 -3.4130 2.6902  0.000
H: 3.9869 -3.3586 1.5119  0.000
H: 4.4503 -5.9701 2.8259  0.000
H: 3.0930 -5.5223 1.9205  0.000
H: 3.0265 -5.9876 3.7194  0.000
H: 5.6780 -1.4800 2.0162  0.000
H: 5.1298 -0.0647 2.6805  0.000
C: -0.5724 2.0518 5.8824  0.000
C: 0.2262 0.7829 5.6167  0.000
C: -0.2010 0.0661 4.2226  -0.001
O: -1.5747 -0.2449 4.0430  0.000
C: -2.0221 -1.0052 5.1564  0.000
N: 1.6350 1.0192 5.6764  0.000
H: -0.1501 2.9936 5.5319  0.000
H: -0.6332 2.0782 6.9704  0.000
H: -1.5621 1.9278 5.4428  0.000
H: -0.1769 0.1362 6.3961  0.000
H: 0.2978 -0.9017 4.2743  0.000
H: 0.0943 0.7243 3.4055  -0.002
H: -2.1132 -0.5184 6.1274  0.000
H: -1.4603 -1.9264 5.3112  0.000
H: -3.0170 -1.4133 4.9780  0.000
H: 1.7324 1.1567 6.6723  0.000
H: 2.0196 0.1039 5.4912  0.000
C: 2.2759 2.1438 1.2369  0.095
C: 1.4538 3.4188 1.1302  -0.036
C: 2.0308 4.2897 -0.0298  0.045
O: 3.4126 4.4571 -0.1218  0.032
C: 3.9590 5.2401 0.8980  -0.002
N: 0.0179 3.1416 1.0528  0.720
H: 3.2396 2.4255 1.6614  0.005
H: 2.1911 1.5266 0.3425  0.008
H: 1.7813 1.6009 2.0423  -0.011
H: 1.5844 3.8768 2.1107  0.151
H: 1.6662 5.3166 -0.0569  0.000
H: 1.7304 3.9256 -1.0123  -0.011
H: 4.4180 6.2279 0.8565  0.004
H: 4.7852 4.6019 1.2114  0.002
H: 3.2808 5.2962 1.7495  0.003
H: -0.4382 3.3601 0.1785  -0.033
H: -0.2399 2.1978 1.3039  -0.014

spin multiplicity: 2
total charge: +1
HOMO level (alpha / beta): -10.99 / -10.99 eV
orbital gap (alpha / beta): 8.6 / 3.0 eV

***

No. 2
DFT (the ωB97M-V functional and the def2-TZVPD basis) results for a molecular structure, C20H31Ge2MgO5.

Each line ends with the Löwdin charge.
Element x y z (Å)
Mg: -0.1133 2.1065 -1.0207  0.769
O: -2.3815 4.5647 0.8674  0.212
C: -1.6674 4.1883 -0.1527  -0.465
O: -0.4677 3.9240 -0.0945  0.027
C: -2.4103 4.0974 -1.4684  -0.050
O: -2.0710 2.8678 -2.1092  -0.161
C: -3.0286 1.8074 -1.9581  -0.045
C: -2.8654 1.0050 -0.6790  -0.537
O: -3.6115 0.1164 -0.4023  0.150
O: -1.7941 1.3839 0.0402  -0.244
H: -1.8160 4.6329 1.6608  0.165
H: -2.0256 4.8992 -2.0980  0.163
H: -3.4832 4.2203 -1.3437  0.153
H: -2.8635 1.1244 -2.7901  0.154
H: -4.0465 2.1861 -2.0252  0.152
C: 0.3907 1.2627 3.7465  -0.140
C: -0.2957 1.7628 2.4699  -0.318
Ge: -1.2404 0.3067 1.5899  0.965
C: -2.8386 -0.1692 2.5476  -0.309
C: -3.6488 1.0682 2.9395  -0.146
C: -0.0435 -1.0926 1.0848  -0.206
C: 0.9738 -1.2042 0.2140  -0.324
Ge: 1.0811 -0.0425 -1.4124  0.882
C: -0.1365 -0.9661 -2.6885  -0.385
C: 0.2329 -2.3694 -3.1725  -0.165
C: 2.8423 0.3595 -2.2281  -0.401
C: 3.8594 -0.6998 -2.6557  -0.167
C: 1.9192 -2.3431 0.3971  -0.240
C: 2.2759 -2.7728 1.6796  -0.044
C: 3.1207 -3.8555 1.8610  -0.070
C: 3.6278 -4.5376 0.7628  -0.073
C: 3.2969 -4.1157 -0.5160  -0.061
C: 2.4604 -3.0228 -0.6917  -0.067
H: 0.8828 2.0795 4.2743  0.077
H: 1.1500 0.5123 3.5175  0.068
H: -0.3250 0.8119 4.4384  0.073
H: 0.4405 2.1883 1.7841  0.056
H: -1.0276 2.5413 2.7047  0.054
H: -2.5059 -0.7196 3.4322  0.080
H: -3.4175 -0.8490 1.9288  0.068
H: -3.0977 1.7177 3.6211  0.065
H: -4.5682 0.7725 3.4450  0.081
H: -3.9380 1.6529 2.0634  0.062
H: -0.1618 -1.8969 1.8178  0.070
H: -0.2445 -0.2950 -3.5476  0.053
H: -1.1113 -1.0007 -2.1890  0.047
H: 1.1844 -2.3744 -3.7078  0.063
H: -0.5269 -2.7525 -3.8572  0.074
H: 0.3075 -3.0742 -2.3435  0.061
H: 3.3182 1.0740 -1.5525  0.045
H: 2.5313 0.9387 -3.1044  0.046
H: 4.2530 -1.2532 -1.8058  0.060
H: 4.7059 -0.2225 -3.1542  0.071
H: 3.4336 -1.4174 -3.3603  0.059
H: 1.9146 -2.2329 2.5469  0.104
H: 3.3904 -4.1635 2.8636  0.108
H: 4.2830 -5.3874 0.9049  0.108
H: 3.6912 -4.6338 -1.3810  0.111
H: 2.2062 -2.7092 -1.6936  0.062

total charge: +1
ΔE to the lowest compared entry with this formula, charge and spin: 0.0 kcal/mol
HOMO level: -10.78 eV
orbital gap: 7.7 eV

***

No. 3
DFT (the ωB97M-V functional and the def2-TZVPD basis) results for a molecular structure, C19H16Cl5N2O4S7Zr.

Each line ends with the Löwdin charge.
Element x y z (Å)
Zr: -0.4401 1.2959 1.4254  1.095
Cl: 0.5728 3.0595 3.8293  0.683
C: 0.8454 1.3880 4.2821  -0.678
C: 0.5545 0.4534 3.3047  -0.387
C: 0.8339 -0.8635 3.6192  -0.672
Cl: 0.5523 -2.0800 2.4031  0.710
C: 1.3461 -1.2475 4.8569  -0.698
Cl: 1.6908 -2.9005 5.2097  0.658
C: 1.5902 -0.2729 5.8233  -0.702
Cl: 2.2147 -0.7126 7.3657  0.660
C: 1.3436 1.0710 5.5354  -0.703
Cl: 1.6635 2.2922 6.7030  0.672
S: 2.6104 2.7878 -4.6944  0.461
C: 2.2222 2.8433 -3.0859  -1.515
S: 0.9830 3.8082 -2.3948  0.903
C: 1.0318 3.1760 -0.7629  -1.163
C: 1.9905 2.2504 -0.5281  -1.149
S: 2.1191 1.2992 0.9305  0.526
S: 3.0136 1.8780 -1.8952  0.869
S: -0.2519 3.6230 0.3388  0.485
O: -4.1761 0.7481 1.9281  -0.301
S: -2.9239 0.6881 2.6307  0.319
O: -2.9721 0.3170 4.0154  -0.297
O: -2.1551 2.0279 2.4412  -0.525
O: -1.9224 -0.1831 1.8520  -0.550
N: 2.3164 -1.2267 -2.6641  0.053
C: 1.0102 -1.8137 -3.1419  -0.124
C: 0.7428 -3.1690 -2.4889  -0.206
N: 0.8671 -3.1442 -1.0416  -0.049
C: 2.2230 -2.7649 -0.6817  -0.218
C: 2.5871 -1.3838 -1.1868  -0.171
H: 2.3199 -0.2135 -2.8466  0.084
H: 3.0863 -1.6296 -3.1953  0.173
H: 1.0701 -1.8709 -4.2286  0.128
H: 0.2434 -1.0978 -2.8455  0.055
H: 1.4323 -3.9282 -2.8757  0.116
H: -0.2640 -3.4744 -2.7754  0.124
H: 0.2205 -2.4430 -0.6820  0.059
H: 2.9066 -3.5315 -1.0630  0.119
H: 2.3249 -2.7464 0.4034  0.083
H: 3.6344 -1.1291 -1.0325  0.126
H: 1.9800 -0.6347 -0.6818  -0.004
S: -0.5239 0.2146 -0.8685  0.611
C: -2.1886 0.5367 -1.4032  -0.604
C: -2.4121 1.5524 -2.3350  -0.121
C: -3.6944 1.7985 -2.7969  -0.096
C: -4.7623 1.0425 -2.3277  -0.102
C: -4.5406 0.0427 -1.3951  -0.085
C: -3.2569 -0.2189 -0.9341  -0.120
H: -1.5774 2.1491 -2.6787  0.076
H: -3.8625 2.5928 -3.5136  0.096
H: -5.7663 1.2472 -2.6774  0.093
H: -5.3688 -0.5278 -0.9958  0.105
H: -3.0840 -0.9751 -0.1797  0.097

total charge: -1
ΔE to the lowest compared entry with this formula, charge and spin: 14.5 kcal/mol
HOMO level: -5.02 eV
orbital gap: 6.4 eV

***

No. 4
DFT (the ωB97M-V functional and the def2-TZVPD basis) results for 9 unconnected molecules or ions with the total composition C36H50F24O18.

Each line ends with the Löwdin charge.
Element x y z (Å)
C: -0.7837 2.6033 4.7578  -0.045
C: -0.4067 1.8616 6.0389  -0.156
O: 1.0392 2.0183 6.1298  0.032
C: 1.6841 1.0747 6.7807  -0.410
O: 1.1881 0.0677 7.1667  0.167
C: 3.1437 1.4275 7.1170  -0.550
F: 3.9381 0.4155 6.7546  0.169
F: 3.5017 2.5372 6.4777  0.171
F: 3.3161 1.6163 8.4276  0.173
H: -1.8574 2.5484 4.5733  0.069
H: -0.2435 2.2323 3.8915  0.068
H: -0.5298 3.6518 4.9254  0.083
H: -0.6452 0.8066 5.9154  0.101
H: -0.8150 2.3389 6.9275  0.136
C: 2.7976 4.2898 -2.6441  -0.060
C: 2.4749 3.9544 -4.0833  -0.207
O: 1.1944 3.3528 -4.2187  0.042
C: 0.9976 2.4360 -5.1620  -0.388
O: 1.8761 2.0319 -5.8347  0.185
C: -0.4472 1.8972 -5.1401  -0.540
F: -1.3267 2.8378 -4.7989  0.168
F: -0.7574 1.5250 -6.3850  0.166
F: -0.6138 0.8460 -4.3310  0.170
H: 2.0441 4.9339 -2.1958  0.084
H: 3.8156 4.6684 -2.5426  0.078
H: 2.8488 3.4151 -1.9858  0.064
H: 3.2987 3.3933 -4.5249  0.115
H: 2.5282 4.9001 -4.6325  0.133
C: 2.8234 0.1926 -9.0318  -0.049
C: 1.9595 -0.8409 -8.3088  -0.217
O: 2.7327 -1.5264 -7.3384  0.052
C: 2.1231 -1.9128 -6.2380  -0.400
O: 0.9651 -1.7841 -5.9889  0.167
C: 3.0648 -2.6136 -5.2408  -0.554
F: 4.3460 -2.5232 -5.5734  0.180
F: 2.8775 -2.0543 -4.0459  0.164
F: 2.7625 -3.9129 -5.1555  0.171
H: 3.5013 -0.3966 -9.6570  0.077
H: 3.4923 0.6149 -8.2807  0.079
H: 2.2535 0.9135 -9.6007  0.080
H: 1.4937 -1.5250 -9.0241  0.132
H: 1.0882 -0.3324 -7.8863  0.112
C: -2.6229 -1.4914 -1.7678  -0.049
C: -3.7521 -0.9822 -0.8946  -0.189
O: -3.2696 -0.5534 0.3773  0.041
C: -4.0462 0.1738 1.1471  -0.419
O: -5.1384 0.5788 0.8831  0.168
C: -3.4259 0.5584 2.5179  -0.543
F: -3.3594 1.8688 2.6302  0.191
F: -4.1684 -0.0142 3.4712  0.163
F: -2.2000 0.0092 2.6359  0.140
H: -3.1068 -2.1028 -2.5387  0.089
H: -1.9492 -2.2133 -1.3022  0.068
H: -1.9656 -0.7932 -2.2825  0.064
H: -4.4589 -1.7981 -0.7489  0.121
H: -4.2411 -0.2240 -1.5109  0.130
C: -2.9847 3.0818 -0.6231  -0.048
C: -2.6589 4.2887 -1.4650  -0.166
O: -3.7838 5.1786 -1.6610  0.036
C: -4.2262 5.8750 -0.6464  -0.421
O: -3.8874 5.7158 0.4806  0.177
C: -5.3480 6.8692 -1.0285  -0.548
F: -5.2836 7.3002 -2.2835  0.173
F: -6.5266 6.2334 -0.9074  0.163
F: -5.2832 7.9019 -0.1932  0.175
H: -2.3326 2.2240 -0.8085  0.071
H: -4.0002 2.7227 -0.7931  0.093
H: -2.8255 3.3291 0.4261  0.074
H: -2.4365 4.0153 -2.4955  0.115
H: -1.8444 4.9068 -1.0869  0.133
C: -2.7528 -7.8451 1.3647  -0.047
C: -2.9080 -7.1560 2.7372  -0.189
O: -3.7022 -5.9810 2.7063  0.048
C: -3.2052 -4.8771 2.2183  -0.426
O: -2.1612 -4.6985 1.6969  0.186
C: -4.1773 -3.7018 2.4784  -0.548
F: -3.5139 -2.6741 2.9900  0.167
F: -4.7277 -3.3984 1.2963  0.171
F: -5.1281 -3.9892 3.3518  0.185
H: -1.7870 -7.5904 0.9452  0.074
H: -3.5521 -7.4812 0.7170  0.083
H: -2.8927 -8.9180 1.4743  0.073
H: -1.8804 -6.8637 2.9825  0.122
H: -3.1864 -7.8070 3.5578  0.124
C: 5.8878 2.2845 -2.5998  -0.043
C: 5.1195 2.0447 -1.3052  -0.181
O: 5.9187 1.2381 -0.4195  0.047
C: 6.0907 -0.0185 -0.6823  -0.429
O: 5.6018 -0.6286 -1.5833  0.166
C: 6.9793 -0.7402 0.3496  -0.571
F: 7.4997 -1.8336 -0.1707  0.188
F: 7.9053 0.0746 0.8366  0.181
F: 6.2070 -1.1558 1.3589  0.167
H: 5.8640 1.3609 -3.1725  0.081
H: 6.9011 2.6195 -2.3795  0.090
H: 5.4300 3.1012 -3.1586  0.059
H: 4.2237 1.4804 -1.5204  0.115
H: 4.9497 2.9699 -0.7685  0.124
C: -3.1408 -1.8353 6.2115  -0.051
C: -1.7203 -1.9235 6.7152  -0.179
O: -0.6829 -1.7425 5.7457  0.025
C: -0.4803 -2.6030 4.7884  -0.403
O: -1.0364 -3.6545 4.6802  0.167
C: 0.5705 -2.1753 3.7551  -0.555
F: 0.0990 -2.4655 2.5488  0.178
F: 0.8029 -0.8565 3.7998  0.154
F: 1.7125 -2.8116 3.8989  0.201
H: -3.8798 -2.2946 6.8648  0.088
H: -3.2048 -2.4337 5.2962  0.055
H: -3.4885 -0.8453 5.9145  0.073
H: -1.5277 -2.9275 7.1046  0.132
H: -1.5866 -1.1801 7.4981  0.124
C: 0.5318 -3.2449 -0.6811  -0.077
O: 0.3784 -1.8574 -0.4652  -0.224
C: 1.0101 -0.9137 -1.2704  -0.210
C: 0.4010 0.4454 -1.0842  -0.183
O: 0.8685 1.1436 0.0736  -0.181
C: 0.7576 0.4152 1.2753  -0.121
H: 0.5907 -3.4304 -1.7612  0.091
H: -0.3221 -3.7370 -0.2221  0.075
H: 1.4499 -3.6129 -0.2096  0.092
H: 1.0547 -1.2759 -2.3081  0.118
H: 2.0710 -0.8183 -1.0155  0.131
H: -0.6857 0.4636 -0.9121  0.102
H: 0.4878 1.0829 -1.9654  0.110
H: 1.5322 -0.3582 1.3720  0.087
H: -0.1999 -0.0860 1.3833  0.070
H: 1.0155 1.0775 2.1020  0.082

HOMO level: -9.52 eV
orbital gap: 9.9 eV
SMILES: CCOC(=O)C(F)(F)F.CCOC(=O)C(F)(F)F.CCOC(=O)C(F)(F)F.CCOC(=O)C(F)(F)F.CCOC(=O)C(F)(F)F.CCOC(=O)C(F)(F)F.CCOC(=O)C(F)(F)F.CCOC(=O)C(F)(F)F.COCCOC

***

The records above yield E_tot values of -2430.3664; -5510.6623; -6279.7032; -5152.9116 Eh, respectively.